No. 1
Entry from the Open Molecules 2025 dataset: a single C5H9O7 molecule at a distorted geometry (ωB97M-V/def2-TZVPD).

Its orbital gap (spin up / spin down) is 6.64 / 7.98 eV. For the highest occupied orbital energy (spin up / spin down), the calculation gives -6.138 / -10.266 eV. The expectation value of S² is 3.7609. The calculation puts the molar mass at 181.120 g/mol. The lowest unoccupied orbital energy (spin up / spin down) comes out at 0.5 / -2.3 eV. The value obtained for the energy is -722.05880 Eh.

Geometry as ORCA input:
```
! RIJCOSX wB97M-V def2-TZVPD def2/J DEFGRID3
* xyz 0 4
O -3.00827 1.10516 -0.55541
O 0.08275 -0.18628 2.13867
O -2.00224 0.26462 -0.08898
O 1.23235 -0.46414 -1.36152
O 0.83330 0.05439 3.38507
O -1.48127 2.43824 -2.00939
O 1.82676 0.91768 -1.40348
C 1.05441 -0.14411 1.09623
C 0.33000 -0.43498 -0.27600
C -0.74676 0.75863 -0.38771
C -1.11978 1.31933 -1.72722
C -0.35785 -1.80217 -0.28874
H 0.09540 0.06326 4.01780
H 2.74180 0.62421 -1.59418
H -0.38953 1.56886 0.26210
H 1.83077 -0.91617 1.23602
H -0.89364 0.50192 -2.48468
H 0.39888 -2.58452 -0.27814
H -0.91928 -1.94163 -1.20832
H 1.49898 0.85367 0.95712
H -1.00676 -1.99601 0.57077
*
```

No. 2
Entry from the Open Molecules 2025 dataset: 2 unconnected molecules or ions with the total composition C5H9O7 at a distorted geometry (ωB97M-V/def2-TZVPD).

Its orbital gap (spin up / spin down) is 7.63 / 7.12 eV. For the highest occupied orbital energy (spin up / spin down), the calculation gives -7.112 / -9.304 eV. The expectation value of S² is 3.7622. The calculation puts the molar mass at 181.120 g/mol. The lowest unoccupied orbital energy (spin up / spin down) comes out at 0.5 / -2.2 eV. The value obtained for the energy is -722.27365 Eh.

Geometry as ORCA input:
```
! RIJCOSX wB97M-V def2-TZVPD def2/J DEFGRID3
* xyz 0 4
O 4.45034 1.22767 0.87587
O 4.80884 0.88693 -0.49944
O 2.21309 0.52326 -0.15493
O 6.38660 -0.41877 1.73212
O -0.43922 -0.00346 0.92650
O 4.58411 -2.72532 0.13708
O -1.44522 0.42092 0.31924
C 4.56307 -0.57183 -2.21153
C 2.95417 -0.53621 -0.22048
C 5.09620 -1.62409 0.03866
C 6.45710 -1.30843 0.66896
C 4.33851 -0.42338 -0.71735
H 5.73925 0.30017 1.54770
H 4.16257 -1.52045 -2.57813
H 4.05921 0.26340 -2.71665
H 6.80588 -2.22930 1.14923
H 1.26720 0.32707 0.11382
H 2.44254 -1.50697 -0.21246
H 5.64426 -0.51682 -2.40392
H 7.17135 -0.98916 -0.11253
H 3.59972 1.70967 0.76845
*
```

No. 3
Entry from the Open Molecules 2025 dataset: a single C5H9P molecule at a distorted geometry (ωB97M-V/def2-TZVPD).

Its orbital gap is 9.12 eV. For the highest occupied orbital energy, the calculation gives -8.637 eV. The calculation puts the molar mass at 100.101 g/mol. The lowest unoccupied orbital energy comes out at 0.5 eV. The value obtained for the energy is -537.15782 Eh. The SMILES is CC1=PC1(C)C.

Geometry as ORCA input:
```
! RIJCOSX wB97M-V def2-TZVPD def2/J DEFGRID3
* xyz 0 1
P 2.09995 0.56557 -0.03054
C 0.62769 -2.04928 0.00795
C 0.94998 -0.63577 -0.00108
C -0.52045 1.02501 -1.29383
C 0.20014 0.62682 0.02840
C -0.51228 0.97807 1.25263
H -0.81574 2.07579 -1.27623
H -1.59766 0.51546 -1.29893
H -0.26726 -1.93357 0.56770
H 0.05203 0.51880 -2.09400
H 0.43682 -2.53399 -0.99219
H 0.14131 0.78541 2.18344
H 1.39573 -2.60983 0.48580
H -1.45696 0.51216 1.12875
H -0.73332 2.15934 1.33212
*
```

No. 4
Entry from the Open Molecules 2025 dataset: a molecular structure, C5H9P at a distorted geometry (ωB97M-V/def2-TZVPD).

Its orbital gap is 8.56 eV. For the highest occupied orbital energy, the calculation gives -7.651 eV. The calculation puts the molar mass at 100.101 g/mol. The lowest unoccupied orbital energy comes out at 0.9 eV. The value obtained for the energy is -537.06870 Eh.

Geometry as ORCA input:
```
! RIJCOSX wB97M-V def2-TZVPD def2/J DEFGRID3
* xyz 0 1
P 0.33229 -0.31123 0.14162
C -1.18168 0.36948 0.81586
C -2.04936 -0.52472 -0.13089
C -1.03069 0.10866 -1.01669
C 1.57970 0.98573 0.15986
C 1.12999 -1.81286 -0.23241
H 1.90530 1.04650 -0.99592
H 0.37492 -2.49915 -0.76788
H 1.20404 1.97744 0.45761
H 1.78857 -2.40605 0.47222
H -1.63695 -1.55880 0.09483
H 2.36894 0.68955 0.81818
H -3.18682 -0.47836 -0.24342
H -1.48841 1.35056 0.93623
H -1.12760 0.93656 -1.59815
*
```

No. 5
Entry from the Open Molecules 2025 dataset: a single C5H9P molecule at a distorted geometry (ωB97M-V/def2-TZVPD).

Its orbital gap is 7.93 eV. For the highest occupied orbital energy, the calculation gives -8.005 eV. The calculation puts the molar mass at 100.101 g/mol. The lowest unoccupied orbital energy comes out at -0.1 eV. The value obtained for the energy is -537.06150 Eh. The SMILES is C=CP(C)C=C.

Geometry as ORCA input:
```
! RIJCOSX wB97M-V def2-TZVPD def2/J DEFGRID3
* xyz 0 1
P -0.06083 0.51036 -0.07232
C 2.00984 0.58968 0.66818
C -2.23870 0.25357 0.46046
C 2.88344 0.51628 -0.28868
C 0.28582 -1.32193 -0.31168
C -3.14616 1.02365 -0.13178
H 2.19827 0.48223 1.73037
H -2.96814 1.71320 -0.97465
H 3.86617 0.30828 0.16441
H -4.18467 0.75150 -0.30448
H 2.54548 0.54531 -1.32401
H -0.63549 -1.88368 -0.35538
H -2.48255 -0.48928 1.16821
H 1.12307 -1.33650 -0.98927
H 0.80443 -1.66267 0.56062
*
```

No. 6
Entry from the Open Molecules 2025 dataset: 10 unconnected molecules or ions with the total composition C60H112N4O16 at a distorted geometry (ωB97M-V/def2-TZVPD).

Its orbital gap is 7.83 eV. For the highest occupied orbital energy, the calculation gives -7.746 eV. The calculation puts the molar mass at 1145.568 g/mol. The lowest unoccupied orbital energy comes out at 0.1 eV. The value obtained for the energy is -3776.10962 Eh. The SMILES is CC1(C)CCCC(C)(C)N1O.CC1(C)CCCC(C)(C)N1O.CC1(C)CCCC(C)(C)N1O.CC1(C)CCCC(C)(C)N1O.O=C1CCCO1.O=C1CCCO1.O=C1CCCO1.O=C1CCCO1.O=C1CCCO1.O=C1CCCO1.

Geometry as ORCA input:
```
! RIJCOSX wB97M-V def2-TZVPD def2/J DEFGRID3
* xyz 0 1
O -5.19818 0.37132 0.75450
O -0.22874 -0.94398 -0.32352
O 1.90864 -1.83603 2.37373
O 3.19119 4.90161 -3.16804
O 0.03311 3.93868 1.80935
O 1.37588 -2.60111 -7.50787
O -2.37039 0.31395 -4.10139
O -2.90972 -1.44173 -2.84712
O 0.33342 -0.41565 8.28138
O -0.58270 -6.46460 0.31809
O -4.22591 -1.39871 1.73312
O -5.59935 3.65192 1.60737
O -4.47231 4.00498 3.50632
O 1.29669 4.29056 3.58904
O -0.83707 -1.36787 1.74270
O -0.91579 -6.42428 2.50230
N 1.94418 -2.69449 -6.23201
N 2.75358 -1.26466 1.39681
N -0.47445 -0.00301 7.19404
N 2.01414 4.32160 -3.65590
C 1.92635 4.45224 -5.11401
C 3.07106 3.74975 -5.84771
C -0.94778 -5.84803 1.27349
C -3.89092 4.07965 0.02940
C 0.44411 2.26114 7.29884
C 0.14962 4.42612 2.89885
C -1.22925 -4.36114 1.29981
C 1.57959 3.16307 -2.91978
C 2.48439 1.93148 -3.09265
C -6.14068 -2.67162 2.11124
C -0.22751 0.12233 -1.27941
C -1.31030 1.12437 -0.79829
C 1.08341 -2.14912 -5.16657
C 2.50022 -3.46875 -3.47414
C 2.77276 -3.88842 -6.02059
C 1.42684 0.68335 5.65823
C 0.91145 -0.66365 -5.52758
C 1.93485 5.97648 -5.44817
C -5.24995 -0.78005 1.05473
C -4.08213 -2.26179 -2.57932
C -0.37389 -2.15817 5.81173
C 3.44117 -3.83413 -4.62113
C -1.56721 0.72348 0.64969
C 1.25137 5.12258 4.76698
C -0.88395 -0.61804 0.79001
C -0.26655 -2.87063 -4.98066
C -0.79603 5.38849 3.60855
C 1.80464 -2.14104 -3.81971
C 1.32497 3.48918 -1.44323
C 2.51516 -3.21539 0.05156
C -4.63156 -2.68045 2.23687
C 4.18924 0.13465 2.92628
C 4.32797 -1.60434 -0.49969
C 0.03337 2.71238 -4.99958
C 0.20370 2.76101 -3.48589
C 0.25140 6.18705 4.40572
C 5.00119 -0.28056 -0.04536
C -3.26800 3.85503 1.41103
C -1.59199 -5.54438 3.41289
C -6.41299 -1.73346 0.97128
C 3.54397 -2.29281 0.69886
C -3.17462 -0.50155 -3.76620
C -1.73498 0.44596 4.66080
C -0.99143 1.52535 5.41735
C -5.30110 3.57615 0.21453
C -5.23094 -1.28272 -2.96082
C -1.35635 -4.13940 2.82798
C -1.20487 -1.10994 6.58493
C 3.91227 0.64371 0.51280
C -4.46160 3.79720 2.33084
C 0.13494 1.07859 6.39424
C 3.22405 0.05700 1.75483
C 3.92141 -3.82433 -7.02807
C -2.01131 -1.85192 7.68962
C 0.55260 3.99845 -5.64353
C 2.00257 -5.21505 -6.17198
C -4.63405 -0.66466 -4.19652
C -2.28698 -0.59735 5.62521
C 2.02782 0.96945 1.97780
C 4.59012 -3.03544 1.50394
H -2.53824 1.00784 4.17555
H -0.17827 -3.95624 -4.95377
H 5.14272 -2.28567 -0.74654
H 0.59970 3.75409 -6.70712
H -0.02912 -1.73111 4.86856
H 1.71461 1.54458 5.05359
H 5.48794 -2.43838 1.67943
H -0.03972 0.09852 9.00488
H -0.59870 2.32256 4.78175
H -6.67900 -2.45807 3.03597
H -0.96683 -2.65597 -5.79352
H 1.85496 -0.14384 -5.65759
H 0.28299 -0.62391 -6.42173
H 0.69156 7.01375 3.84583
H -5.31012 -0.58900 -2.12561
H -2.11377 -3.44114 3.17904
H 1.14631 2.01317 8.09474
H 2.74061 2.97075 -6.53686
H 0.63055 1.82999 -5.25670
H -6.54770 -3.65787 1.86494
H -1.45343 4.79517 4.24391
H -3.82981 5.13513 -0.23532
H 3.77457 3.25914 -5.17475
H -6.13521 -1.86702 -3.12544
H -0.40824 -3.73707 3.18490
H -1.28595 5.99664 2.85643
H 3.16085 0.79927 -0.25977
H -0.97636 2.41571 -5.28506
H -3.13870 -0.13698 6.13465
H 2.98627 5.81403 -2.93528
H -2.67583 -1.43326 5.03978
H 3.50860 2.22405 -2.82995
H -5.35674 2.58279 -0.23653
H -2.15990 0.93304 -1.45069
H 2.65352 -1.44628 -3.78427
H 4.94150 -3.88460 0.90948
H -4.37534 -2.89297 3.27426
H -4.61375 -1.37341 -5.02850
H -0.12881 6.68238 5.30292
H 1.95000 -3.71141 0.84564
H -6.29476 -2.30223 0.04202
H -2.47579 -2.67530 7.14256
H 1.83756 6.10705 -6.52607
H -0.95751 2.15121 -0.87038
H -0.97539 -3.02784 5.53701
H -0.45197 -3.81606 0.77498
H -5.04541 0.28292 -4.53280
H 3.66387 -0.23178 3.81633
H -0.20641 4.76724 -5.49076
H 2.18215 2.05236 1.99190
H -4.12692 -2.43220 -1.50487
H -0.06275 1.75153 -3.14879
H 1.29688 -5.37318 -5.35796
H -0.45981 2.63334 7.78677
H 2.18843 0.40074 6.38446
H -0.61269 3.34280 -3.03790
H 3.66148 -1.38810 -1.33329
H 2.27214 1.08087 -2.44326
H 1.15147 6.49961 -4.90597
H 0.73943 0.59461 -1.45828
H 1.03712 -1.70741 1.98219
H 1.56629 -5.37145 -7.16249
H 4.31459 -3.18648 -4.64693
H 4.49144 -2.89949 -7.08181
H -2.57525 4.62852 1.72522
H -1.37150 -2.31963 8.43630
H -7.34584 -1.17947 0.93960
H -2.73548 2.92818 1.63645
H 3.67439 4.48047 -6.39090
H 1.21516 0.89941 1.24831
H 0.72223 -3.32355 -7.54806
H 1.17961 -1.86564 -2.96663
H -2.76538 -1.18789 8.10341
H -0.72607 -2.54130 -4.04813
H -1.17028 1.38977 1.41389
H 5.05053 -0.53394 2.85585
H 2.50339 1.59545 -4.12864
H -6.07619 4.14517 -0.30050
H 2.93021 6.35690 -5.20517
H 5.78851 -0.51118 0.67027
H -2.64087 -5.83368 3.45543
H 3.12790 -3.26323 -2.61047
H 1.57375 0.74842 2.94857
H -3.30294 3.53070 -0.70587
H 3.45624 -3.96650 -8.00824
H 2.65687 -6.09253 -6.10785
H -1.72478 1.94299 6.11721
H -1.12142 -0.07507 3.92145
H 0.29663 -0.13480 -4.79255
H -3.89252 -3.17168 -3.14423
H 5.41159 0.27024 -0.89445
H 1.74593 -4.23928 -3.30180
H 0.47647 -2.55341 6.36899
H 4.62160 -4.63808 -6.82752
H -2.61992 0.49494 0.82544
H 1.83613 -2.60563 -0.54258
H 2.19936 3.88135 -0.92139
H 1.25005 -0.15543 4.98584
H 2.95808 -4.03108 -0.51901
H 4.60552 1.11787 3.14734
H 0.54087 4.23850 -1.33097
H -2.17563 -4.14466 0.80021
H 3.68091 -4.88298 -4.42567
H 4.44372 1.54539 0.82062
H -4.12405 -3.43434 1.63089
H 1.01076 2.57425 -0.93838
H -0.51277 -0.30586 -2.24081
H 2.22779 5.52377 5.02619
H 4.27505 -3.44218 2.46610
H 0.86735 3.02543 6.64621
H -1.10818 -5.51824 4.38618
H 0.88541 4.56656 5.63269
*
```

How do the records compare in energy relative to the best compared isomer or geometry (same formula, charge and spin)? In the order shown, they have 5.846, 0.000, 1.511, 3.936, 4.132, 0.349 eV.